Entry 1:
DFT (ωB97M-V with the def2-TZVPD basis set) results for a molecular structure, C45H38F3N2P2STe2Zr.

```
! RIJCOSX wB97M-V def2-TZVPD def2/J DEFGRID3
* xyz 1 1
Zr 1.80 -0.37 -0.12
Te -0.95 4.01 -2.34
C -2.62 4.65 -1.18
C -3.90 4.24 -1.59
C -5.00 4.85 -0.98
N -4.89 5.82 -0.09
C -3.65 6.15 0.28
C -2.48 5.70 -0.30
C -0.10 2.47 -1.22
P 1.59 2.73 -0.60
C 1.73 4.52 -0.25
C 2.80 5.17 -0.92
C 3.25 6.43 -0.52
C 2.45 7.20 0.34
C 1.40 6.55 0.93
C 1.08 5.20 0.74
C 1.54 2.06 1.10
C 2.61 1.22 1.57
C 2.53 0.55 2.81
C 1.37 0.67 3.58
C 0.37 1.57 3.22
C 0.42 2.22 2.00
P -0.45 0.71 -1.53
C -1.72 0.17 -0.32
C -2.14 -1.16 -0.39
C -2.91 -1.68 0.65
C -3.39 -0.83 1.65
C -3.05 0.52 1.67
C -2.31 1.02 0.61
C -0.96 0.73 -3.33
C -2.27 0.47 -3.79
C -2.52 0.32 -5.17
C -1.47 0.35 -6.09
C -0.27 0.78 -5.66
C -0.01 1.03 -4.32
H -3.98 3.46 -2.30
H -6.00 4.53 -1.27
H -3.55 6.91 1.07
H -1.50 6.16 -0.06
H 3.27 4.54 -1.70
H 4.10 6.85 -0.98
H 2.71 8.23 0.61
H 0.84 7.13 1.69
H 0.35 4.69 1.36
H 3.55 1.39 1.03
H 3.31 -0.16 3.08
H 1.26 0.04 4.44
H -0.41 1.79 3.93
H -0.39 2.85 1.65
H -1.79 -1.83 -1.14
H -3.11 -2.72 0.75
H -3.94 -1.15 2.51
H -3.24 1.09 2.55
H -2.21 2.07 0.48
H -3.13 0.40 -3.14
H -3.57 0.35 -5.52
H -1.61 0.09 -7.14
H 0.52 0.86 -6.40
H 0.96 1.34 -4.01
F 6.03 -3.35 -0.62
C 5.78 -3.38 -1.98
F 6.08 -4.63 -2.43
F 6.69 -2.59 -2.54
C 4.34 -2.98 -2.25
C 3.66 -3.69 -3.25
C 2.29 -3.53 -3.38
C 1.66 -2.71 -2.43
N 2.35 -1.75 -1.76
C 3.70 -1.91 -1.59
S 4.40 -0.63 -0.64
H 4.25 -4.30 -3.94
H 1.78 -4.10 -4.14
H 0.55 -2.72 -2.28
C -2.36 -6.92 4.19
C -1.49 -5.91 3.53
C -0.91 -6.14 2.25
C -0.11 -5.16 1.63
C 0.46 -5.39 0.25
C 0.18 -3.96 2.30
Te 2.01 -2.73 1.76
C -0.42 -3.69 3.57
C -0.44 -2.34 4.26
C -1.17 -4.74 4.18
H -2.18 -6.85 5.26
H -2.15 -8.04 4.03
H -3.45 -6.70 4.03
H -0.90 -7.14 1.84
H -0.22 -6.04 -0.30
H 1.47 -5.81 0.25
H 0.60 -4.51 -0.35
H -0.31 -1.48 3.62
H 0.34 -2.25 5.03
H -1.42 -2.30 4.74
H -1.39 -4.61 5.22
*
```

Total energy, eV: -103684.702
Highest occupied orbital energy, eV: -9.49
E_LUMO, eV: -4.753
Energy above the lowest of the compared OMol25 structures with the same formula, charge and spin, kJ/mol: 241.4

Here are the Mulliken charges for atoms 1 to 8, given in e: 0.58, 0.19, 0.28, -0.30, -0.41, -0.58, -0.42, -0.16

---

Entry 2:
DFT (ωB97M-V with the def2-TZVPD basis set) results for a molecular structure, C45H38FN9O5SSc.

```
! RIJCOSX wB97M-V def2-TZVPD def2/J DEFGRID3
* xyz 1 1
Sc 1.20 -0.92 -1.11
C -2.02 4.05 -2.29
C -1.07 3.97 -1.27
C -0.06 3.01 -1.33
C 0.03 2.11 -2.39
C -0.90 2.23 -3.42
C -1.92 3.18 -3.37
N 1.05 1.09 -2.42
C 2.30 1.45 -2.73
C 2.75 2.78 -3.03
C 4.05 3.00 -3.40
C 5.01 1.95 -3.52
C 4.62 0.67 -3.27
C 3.29 0.41 -2.86
N 2.79 -0.84 -2.63
N 3.43 -1.82 -3.07
C 2.71 -3.03 -2.85
C 3.29 -4.19 -3.31
C 2.60 -5.38 -3.18
C 1.32 -5.36 -2.61
C 0.82 -4.15 -2.19
N 1.50 -3.00 -2.30
H -2.80 4.80 -2.25
H -1.11 4.66 -0.43
H 0.70 2.96 -0.56
H -0.81 1.58 -4.28
H -2.63 3.26 -4.19
H 2.05 3.60 -2.96
H 4.36 4.02 -3.61
H 6.03 2.17 -3.80
H 5.30 -0.16 -3.34
H 4.28 -4.14 -3.75
H 3.04 -6.31 -3.52
H 0.73 -6.27 -2.50
H -0.16 -4.09 -1.75
N -2.75 -3.04 0.48
C -2.67 -3.84 1.65
C -3.80 -4.45 2.15
C -3.73 -5.23 3.29
C -2.51 -5.42 3.93
C -1.37 -4.81 3.41
C -1.45 -4.01 2.28
S 0.02 -3.25 1.68
N -0.48 -2.54 0.20
C -1.68 -2.54 -0.19
C -1.97 -1.93 -1.53
C -3.22 -1.95 -2.10
C -3.39 -1.43 -3.38
C -2.30 -0.93 -4.05
C -1.08 -0.94 -3.40
N -0.92 -1.41 -2.16
H -3.64 -2.98 0.05
H -4.76 -4.31 1.64
H -4.63 -5.70 3.68
H -2.44 -6.04 4.82
H -0.41 -4.96 3.89
H -4.07 -2.37 -1.59
H -4.38 -1.43 -3.84
H -2.38 -0.52 -5.05
H -0.18 -0.56 -3.87
C 0.81 5.22 3.56
C -0.41 4.32 3.77
C -1.70 5.10 3.61
C -2.92 4.22 3.81
C -2.87 3.04 2.86
C -4.02 2.40 2.46
C -3.96 1.33 1.57
F -5.11 0.74 1.21
C -2.79 0.90 1.06
C -1.60 1.52 1.47
C -0.34 1.04 0.96
O -0.35 0.16 0.09
C 0.84 1.57 1.54
C 0.74 2.58 2.44
N -0.42 3.16 2.80
C -1.64 2.58 2.37
C 2.16 0.97 1.24
O 2.99 0.89 2.18
O 2.34 0.51 0.07
H 0.66 6.13 4.14
H 0.90 5.49 2.50
H 1.74 4.77 3.89
H -0.38 3.91 4.77
H -1.71 5.54 2.60
H -1.68 5.93 4.32
H -3.84 4.79 3.64
H -2.95 3.87 4.85
H -4.99 2.73 2.83
H -2.74 0.08 0.34
H 1.64 2.98 2.89
N 3.30 -1.40 2.75
C 4.17 -2.17 1.78
C 3.46 -2.39 0.48
O 4.13 -2.91 -0.39
O 2.22 -1.98 0.44
H 3.27 -0.41 2.47
H 3.62 -1.47 3.70
H 2.34 -1.72 2.69
H 4.46 -3.12 2.19
H 5.06 -1.58 1.58
*
```

Total energy, eV: -105185.452
Highest occupied orbital energy, eV: -8.83
E_LUMO, eV: -2.849
Energy above the lowest of the compared OMol25 structures with the same formula, charge and spin, kJ/mol: 116.4

Here are the Mulliken charges for atoms 1 to 8, given in e: -0.95, -0.73, -0.87, 0.42, -1.38, -0.02, -1.04, 1.31

---

Entry 3:
DFT (ωB97M-V with the def2-TZVPD basis set) results for a molecular structure, C45H38N4NiOP2S2.

```
! RIJCOSX wB97M-V def2-TZVPD def2/J DEFGRID3
* xyz 2 3
Ni -0.46 -0.62 -0.01
C 3.71 3.52 -1.19
C 2.73 3.57 0.00
C 2.97 4.82 0.85
C 2.98 2.31 0.81
C 4.13 2.15 1.57
C 4.43 0.96 2.21
C 3.60 -0.13 2.07
C 2.43 0.00 1.34
P 1.35 -1.44 1.05
C 2.27 -2.38 -0.20
C 3.21 -1.77 -1.03
C 3.88 -2.53 -1.97
C 3.63 -3.89 -2.07
C 2.65 -4.48 -1.29
C 1.95 -3.72 -0.37
C 1.51 -2.38 2.60
C 0.73 -1.93 3.66
C 0.79 -2.56 4.88
C 1.63 -3.66 5.05
C 2.40 -4.12 3.99
C 2.35 -3.47 2.77
C 2.11 1.22 0.73
O 0.91 1.26 0.07
C 0.52 2.44 -0.52
C -0.76 2.44 -1.10
C -1.21 3.56 -1.79
C -0.40 4.68 -1.86
C 0.84 4.68 -1.26
C 1.33 3.58 -0.57
P -1.80 0.96 -0.91
C -2.67 0.91 -2.49
C -3.94 1.44 -2.73
C -4.47 1.37 -4.01
C -3.76 0.79 -5.04
C -2.50 0.26 -4.80
C -1.96 0.31 -3.53
C -3.02 1.51 0.32
C -4.23 0.82 0.39
C -5.21 1.22 1.28
C -4.96 2.29 2.13
C -3.73 2.92 2.14
C -2.75 2.54 1.23
H 4.74 3.47 -0.84
H 3.60 4.41 -1.81
H 3.52 2.64 -1.81
H 4.01 4.88 1.18
H 2.33 4.83 1.73
H 2.78 5.73 0.28
H 4.82 2.98 1.67
H 5.34 0.89 2.79
H 3.85 -1.08 2.52
H 3.43 -0.72 -0.93
H 4.62 -2.07 -2.61
H 4.21 -4.49 -2.76
H 2.45 -5.54 -1.39
H 1.17 -4.16 0.24
H 0.06 -1.09 3.51
H 0.20 -2.22 5.71
H 1.68 -4.16 6.01
H 3.03 -4.98 4.12
H 2.97 -3.82 1.96
H -2.18 3.53 -2.27
H -0.74 5.56 -2.39
H 1.45 5.57 -1.35
H -4.50 1.90 -1.93
H -5.45 1.78 -4.20
H -4.18 0.74 -6.03
H -1.95 -0.20 -5.61
H -0.98 -0.10 -3.32
H -4.40 -0.02 -0.28
H -6.16 0.72 1.30
H -5.75 2.64 2.79
H -3.53 3.72 2.83
H -1.80 3.05 1.21
N -2.43 -0.37 3.03
C -2.64 -1.41 2.22
N -2.00 -1.61 1.10
C -2.43 -2.75 0.44
C -3.40 -3.44 1.11
S -3.82 -2.65 2.58
C -1.84 -3.07 -0.84
C -2.15 -4.13 -1.64
S -1.14 -4.15 -3.04
C -0.34 -2.72 -2.44
N -0.82 -2.27 -1.31
N 0.65 -2.13 -3.13
H -1.95 0.43 2.65
H -3.08 -0.20 3.78
H -3.87 -4.36 0.83
H -2.89 -4.88 -1.50
H 1.04 -2.62 -3.92
H 1.27 -1.52 -2.63
*
```

Total energy, eV: -136569.766
Highest occupied orbital energy (spin up / spin down), eV: -12.45 / -12.53
Expectation value of S²: 2.0401
E_LUMO (spin up / spin down), eV: -5.934 / -9.043

Here are the Mulliken charges for atoms 1 to 8, given in e: 0.65, -1.67, 1.51, -1.91, 1.11, -0.34, -1.46, -0.64

---

Entry 4:
DFT (ωB97M-V with the def2-TZVPD basis set) results for a molecular structure, C45H39Br2N6OPtSbTe.

```
! RIJCOSX wB97M-V def2-TZVPD def2/J DEFGRID3
* xyz 4 5
Pt -1.66 0.55 -1.74
C 7.99 1.52 8.33
O 8.05 1.34 6.88
C 6.99 1.21 6.15
C 5.65 1.23 6.67
C 4.61 1.11 5.80
C 4.84 0.96 4.40
C 6.17 0.93 3.90
C 7.22 1.05 4.75
C 3.76 0.87 3.44
N 3.95 0.73 2.14
C 2.72 0.71 1.59
C 1.74 0.83 2.56
N 2.42 0.93 3.74
C 0.34 0.85 2.25
C -0.69 1.01 3.19
C -2.00 1.03 2.76
C -2.26 0.87 1.40
N -1.30 0.72 0.50
C -0.01 0.71 0.90
C 1.02 0.58 -0.14
N 0.61 0.48 -1.42
C 1.52 0.41 -2.39
C 2.89 0.43 -2.13
C 3.32 0.52 -0.83
C 2.38 0.60 0.20
H 9.03 1.59 8.64
H 7.51 0.66 8.78
H 7.46 2.44 8.56
H 5.47 1.33 7.73
H 3.61 1.12 6.20
H 6.33 0.81 2.84
H 8.25 1.03 4.40
H 2.02 1.06 4.66
H -0.47 1.13 4.24
H -2.82 1.16 3.46
H -3.28 0.87 1.03
H 1.14 0.35 -3.40
H 3.59 0.38 -2.96
H 4.38 0.54 -0.59
Br -1.31 1.58 -8.51
C -1.40 1.25 -6.69
C -1.47 -0.05 -6.21
C -1.55 -0.24 -4.85
N -1.55 0.77 -3.97
C -1.47 2.03 -4.43
C -1.40 2.30 -5.79
C -1.46 3.12 -3.40
C -1.37 4.46 -3.74
C -1.36 5.41 -2.72
Br -1.24 7.21 -3.15
C -1.44 4.99 -1.40
C -1.54 3.64 -1.15
N -1.55 2.72 -2.12
H -1.47 -0.90 -6.88
H -1.62 -1.24 -4.44
H -1.35 3.31 -6.16
H -1.30 4.78 -4.76
H -1.43 5.71 -0.59
H -1.61 3.27 -0.13
Te -1.52 -2.34 -1.54
C -1.71 -4.36 -2.14
C -3.00 -4.86 -2.29
C -3.13 -6.21 -2.58
C -2.00 -7.00 -2.74
C -0.73 -6.46 -2.61
C -0.56 -5.12 -2.30
C -0.71 -2.65 0.36
C 0.67 -2.78 0.52
C 1.17 -3.02 1.79
C 0.30 -3.12 2.88
C -1.07 -2.98 2.70
C -1.59 -2.75 1.43
H -3.88 -4.24 -2.18
H -4.12 -6.64 -2.68
H -2.12 -8.05 -2.98
H 0.15 -7.08 -2.76
H 0.43 -4.70 -2.21
H 1.35 -2.72 -0.32
H 2.23 -3.15 1.93
H 0.69 -3.32 3.86
H -1.75 -3.08 3.54
H -2.66 -2.66 1.29
C -5.61 0.11 -0.24
Sb -4.39 0.61 -1.90
C -5.18 2.50 -2.44
C -5.22 -0.65 -3.38
H -6.63 0.02 -0.62
H -5.59 0.91 0.51
H -5.31 -0.83 0.21
H -6.26 2.40 -2.47
H -4.81 2.79 -3.42
H -4.90 3.25 -1.70
H -6.30 -0.53 -3.35
H -4.97 -1.70 -3.19
H -4.86 -0.37 -4.37
*
```

Total energy, eV: -215412.432
Highest occupied orbital energy (spin up / spin down), eV: -16.34 / -17.80
Expectation value of S²: 6.0532
E_LUMO (spin up / spin down), eV: -9.684 / -12.518
Energy above the lowest of the compared OMol25 structures with the same formula, charge and spin, kJ/mol: 38.8

Here are the Mulliken charges for atoms 1 to 8, given in e: 2.60, -0.81, -0.34, 0.89, -0.49, -0.76, 0.54, -0.52

---

Entry 5:
DFT (ωB97M-V with the def2-TZVPD basis set) results for a molecular structure, C45H39F3N2OTeV.

```
! RIJCOSX wB97M-V def2-TZVPD def2/J DEFGRID3
* xyz 1 1
V -1.37 -0.08 0.30
C -2.72 4.15 0.30
C -2.51 4.39 -1.05
C -2.27 3.32 -1.90
C -2.26 2.04 -1.38
N -2.40 1.83 -0.06
C -2.63 2.86 0.76
C -2.11 0.81 -2.19
C -2.30 0.82 -3.57
C -2.22 -0.36 -4.29
C -1.96 -1.57 -3.66
C -1.76 -1.60 -2.29
C -1.85 -0.42 -1.55
H -2.93 4.96 0.99
H -2.53 5.40 -1.44
H -2.10 3.49 -2.96
H -2.75 2.61 1.81
H -2.53 1.74 -4.08
H -2.38 -0.34 -5.36
H -1.91 -2.48 -4.24
H -1.52 -2.53 -1.80
C 5.71 3.44 -5.65
C 4.87 2.58 -4.75
C 3.88 3.12 -3.94
C 3.10 2.33 -3.11
C 2.05 3.02 -2.28
C 3.33 0.95 -3.05
Te 2.18 -0.28 -1.75
N -0.41 -1.34 0.62
C 0.41 -2.45 0.96
O 1.61 -2.34 0.88
C -0.30 -3.66 1.43
C 0.44 -4.61 2.14
C -0.17 -5.77 2.58
C -1.51 -6.00 2.28
C -2.24 -5.07 1.56
C -1.64 -3.89 1.14
C 2.83 0.63 0.06
C 1.95 1.34 0.89
C 0.51 1.59 0.55
C 2.41 1.91 2.08
C 3.73 1.78 2.47
C 4.23 2.39 3.75
C 4.59 1.07 1.64
C 4.17 0.49 0.46
C 5.16 -0.29 -0.36
C 4.31 0.38 -3.88
C 4.61 -1.10 -3.95
C 5.06 1.21 -4.70
H 5.44 4.49 -5.56
H 5.59 3.15 -6.69
H 6.77 3.34 -5.40
H 3.71 4.19 -3.97
H 1.86 4.02 -2.67
H 2.37 3.12 -1.24
H 1.11 2.46 -2.29
H 1.48 -4.41 2.34
H 0.39 -6.50 3.14
H -1.98 -6.91 2.62
H -3.28 -5.26 1.32
H -2.22 -3.16 0.59
H 0.28 0.98 -0.35
H 0.31 2.62 0.24
H -0.14 1.42 1.43
H 1.72 2.45 2.71
H 3.43 2.88 4.30
H 5.01 3.13 3.56
H 4.67 1.62 4.40
H 5.63 0.95 1.94
H 6.09 -0.42 0.20
H 5.40 0.24 -1.28
H 4.77 -1.27 -0.63
H 4.13 -1.67 -3.16
H 5.69 -1.27 -3.87
H 4.29 -1.51 -4.91
H 5.82 0.75 -5.33
F -7.44 -2.26 7.12
C -7.79 -2.57 5.86
F -8.05 -3.88 5.83
F -8.95 -1.92 5.62
C -6.72 -2.16 4.88
C -6.22 -3.07 3.97
C -5.23 -2.68 3.09
C -4.75 -1.37 3.11
C -5.28 -0.46 4.02
C -6.26 -0.86 4.91
C -3.72 -0.97 2.21
C -2.81 -0.64 1.46
H -6.59 -4.09 3.95
H -4.82 -3.39 2.38
H -4.91 0.56 4.04
H -6.66 -0.16 5.63
*
```

Total energy, eV: -93451.223
Highest occupied orbital energy, eV: -9.95
E_LUMO, eV: -4.536
Energy above the lowest of the compared OMol25 structures with the same formula, charge and spin, kJ/mol: 0.0

Here are the Mulliken charges for atoms 1 to 8, given in e: -0.74, -0.93, -0.60, -1.02, 1.35, 0.30, 0.04, 0.95